*i*
DFT (wB97M-V/def2-TZVPD) results for one molecule with the formula C9H10N2.

Calculated values
spin multiplicity	1
orbital gap	8.8	eV

Each atom is followed by the atoms it is bonded to, with distances in Å.
Cartesian coordinates (Å):
1 C -2.46 1.50 0.25  C2 1.404, H10 1.274, H11 1.248, H12 1.187
2 C -1.36 0.71 -0.13  C1 1.404, C3 1.460, C8 1.424
3 C -0.07 1.36 0.08  C2 1.460, C4 1.258, H13 1.159
4 C 1.02 0.75 -0.05  C3 1.258, C6 1.501, N20 1.385
5 C 3.05 0.05 0.03  H14 1.096, N20 1.387, N21 1.409
6 C 0.85 -0.74 0.06  C4 1.501, C7 1.344, N21 1.485
7 C -0.31 -1.42 -0.04  C6 1.344, C8 1.358, H16 1.272
8 C -1.47 -0.71 -0.13  C2 1.424, C7 1.358, C9 1.425
9 C -2.73 -1.36 -0.14  C8 1.425, H17 1.119, H18 1.121, H19 1.284
10 H -2.78 1.59 1.48  C1 1.274
11 H -3.51 1.36 -0.41  C1 1.248
12 H -2.13 2.57 -0.15  C1 1.187
13 H 0.08 2.47 -0.25  C3 1.159
14 H 4.06 -0.09 -0.38  C5 1.096
15 H 2.63 -2.14 0.48  N21 1.122
16 H -0.37 -2.55 0.53  C7 1.272
17 H -2.51 -2.46 -0.15  C9 1.119
18 H -3.51 -1.12 0.63  C9 1.121
19 H -3.38 -1.00 -1.19  C9 1.284
20 N 2.32 1.20 -0.21  C4 1.385, C5 1.387
21 N 2.28 -1.12 0.17  C5 1.409, C6 1.485, H15 1.122

***

*ii*
DFT (wB97M-V/def2-TZVPD) results for one molecule with the formula C9H10N2.

Calculated values
spin multiplicity	1
orbital gap	9.1	eV

Each atom is followed by the atoms it is bonded to, with distances in Å.
Cartesian coordinates (Å):
1 C -0.76 -1.74 1.82  C2 1.454, H10 1.114, H11 1.030, H12 1.182
2 C -0.25 -0.73 0.92  C1 1.454, C3 1.353, C8 1.401
3 C 0.42 0.34 1.42  C2 1.353, C4 1.408, H13 1.088
4 C 0.84 1.35 0.54  C3 1.408, C6 1.370, N20 1.307
5 C 1.24 3.28 -0.22  H14 1.118, N20 1.299, N21 1.355
6 C 0.48 1.30 -0.78  C4 1.370, C7 1.395, N21 1.371
7 C -0.17 0.15 -1.22  C6 1.395, C8 1.334, H16 1.100
8 C -0.38 -0.93 -0.46  C2 1.401, C7 1.334, C9 1.450
9 C -0.66 -2.16 -1.18  C8 1.450, H17 1.106, H18 1.083, H19 1.082
10 H -0.41 -2.77 1.54  C1 1.114
11 H -1.78 -1.87 1.85  C1 1.030
12 H -0.44 -1.53 2.94  C1 1.182
13 H 0.48 0.42 2.50  C3 1.088
14 H 1.41 4.38 -0.32  C5 1.118
15 H 0.77 2.89 -2.16  N21 0.964
16 H -0.51 0.03 -2.26  C7 1.100
17 H 0.14 -2.90 -1.36  C9 1.106
18 H -1.61 -2.61 -0.92  C9 1.083
19 H -0.89 -1.96 -2.21  C9 1.082
20 N 1.37 2.51 0.82  C4 1.307, C5 1.299
21 N 0.71 2.57 -1.25  C5 1.355, C6 1.371, H15 0.964

***

*iii*
DFT (wB97M-V/def2-TZVPD) results for one molecule with the formula C9H10N2.

Calculated values
spin multiplicity	1
orbital gap	9.1	eV

Each atom is followed by the atoms it is bonded to, with distances in Å.
Cartesian coordinates (Å):
1 C -0.28 0.29 3.49  C2 1.525, H10 1.115, H11 1.123, H12 1.088
2 C -0.19 0.08 1.98  C1 1.525, C3 1.420, C9 1.387
3 C 0.59 -0.98 1.43  C2 1.420, C4 1.363, H13 1.098
4 C 0.70 -1.11 0.08  C3 1.363, C5 1.404, H14 1.096
5 C 0.09 -0.14 -0.72  C4 1.404, C8 1.393, N20 1.379
6 C 0.66 -0.76 -3.13  H15 1.124, H16 1.104, H17 1.102, N20 1.442
7 C -0.62 1.19 -2.30  H18 1.082, N20 1.354, N21 1.291
8 C -0.65 0.93 -0.21  C5 1.393, C9 1.367, N21 1.407
9 C -0.86 0.95 1.14  C2 1.387, C8 1.367, H19 1.104
10 H -0.96 1.15 3.72  C1 1.115
11 H -0.71 -0.55 4.10  C1 1.123
12 H 0.71 0.52 3.88  C1 1.088
13 H 1.08 -1.71 2.09  C3 1.098
14 H 1.30 -1.94 -0.32  C4 1.096
15 H 0.23 -1.80 -3.03  C6 1.124
16 H 0.39 -0.33 -4.10  C6 1.104
17 H 1.75 -0.82 -3.01  C6 1.102
18 H -0.72 1.49 -3.33  C7 1.082
19 H -1.46 1.77 1.57  C9 1.104
20 N 0.07 0.04 -2.09  C5 1.379, C6 1.442, C7 1.354
21 N -1.15 1.73 -1.25  C7 1.291, C8 1.407

***

Best to worst by energy: *iii*, *ii*, *i*.